Below is C29H49Cl3N3O3SiTi as an isolated structure in a non-equilibrium geometry, with properties calculated with the ωB97M-V functional and the def2-TZVPD basis.

```
89
Properties=species:S:1:pos:R:3:forces:R:3
Ti -0.0170 -1.3674 0.6088 -1.49 0.40 0.96
Cl 0.7372 -2.7922 -1.0064 0.47 -0.57 -0.21
Cl -0.1508 -2.8066 2.3157 -0.11 -0.32 0.02
Cl -2.4733 -0.4379 0.1348 -0.15 -0.88 0.63
Si -1.0386 0.1423 -2.1810 1.01 -2.01 -1.81
O -0.3426 0.2487 1.9144 -1.25 1.40 1.52
O -1.5419 -1.5372 -2.0264 -0.21 1.77 -0.75
O 1.8390 -0.6862 0.6897 2.94 -0.21 -0.43
N -1.9954 1.6345 2.7342 0.22 -0.10 -0.06
N 2.0107 3.3044 3.6271 -0.06 0.79 -0.35
N 3.9157 -0.5271 -0.2609 0.16 0.63 -0.15
C 2.3561 2.0459 2.8182 0.22 0.16 -0.02
C 3.3608 -1.0617 5.5942 -1.28 -0.60 -0.15
C -2.4105 2.2726 1.4819 -0.33 0.42 -0.45
C -1.5515 -1.4043 -6.4039 -0.04 -0.04 0.54
C 0.4359 -0.1463 -3.4404 -0.27 -0.19 0.27
C -1.8437 -2.4131 -4.2226 0.32 0.16 0.23
C 2.1045 -1.0481 4.9115 2.86 -0.49 1.74
C -2.1673 -1.4031 -5.1425 0.32 -0.57 -0.50
C -2.3518 -2.4415 -2.7992 0.08 0.22 0.58
C -0.5695 -2.3518 -6.6966 0.12 -0.09 0.01
C 2.8085 0.9477 3.7063 1.54 -1.03 1.20
C 4.0777 0.8716 4.3136 0.16 0.44 -0.29
C 3.8537 0.9157 -0.5476 0.09 -0.11 -0.23
C -0.0100 1.1656 -0.9074 -0.19 0.13 0.34
C -3.8523 -2.3299 -2.5808 -0.66 0.43 -1.01
C 2.9495 -1.2044 0.3227 -2.00 0.48 0.30
C -1.0403 0.7048 2.8680 0.69 -1.04 -1.58
C -2.1855 1.3932 -2.9959 -0.37 -0.17 0.23
C -6.1842 -1.9647 -3.3803 -0.37 0.00 -0.10
C -0.8235 -3.3283 -4.5069 -0.42 0.07 -0.43
C -2.7744 2.0167 3.8993 -0.05 0.23 0.54
C -4.4271 -2.7511 -1.2469 -0.07 0.23 0.26
C -0.1928 -3.3099 -5.7482 0.04 -0.03 0.16
C -4.6995 -2.0328 -3.5879 0.13 -0.42 0.50
C 4.3301 -0.1182 5.2731 0.40 0.45 -0.13
C 5.0546 -1.2326 -0.8502 0.03 -0.25 0.01
C 1.1048 3.0652 4.7860 -0.20 -0.17 -0.13
C 3.2423 4.0067 4.0964 -0.05 0.13 -0.24
C 1.9282 -0.0408 4.0311 -4.23 0.82 -1.71
H -5.2837 -3.4309 -1.3725 0.23 0.16 -0.14
H -2.6802 1.5209 0.7269 0.35 0.35 0.42
H -1.8408 -0.6462 -7.1362 0.19 -0.27 0.17
H 0.8929 4.0293 5.2371 -0.04 0.14 0.05
H 4.8542 1.5917 4.0427 0.26 -0.18 0.15
H 3.1227 2.3734 2.1176 0.08 0.27 -0.05
H -6.4483 -1.1498 -2.6807 -0.01 -0.39 -0.26
H 0.6396 -1.2336 -3.5068 -0.12 0.60 0.00
H 1.3659 0.3324 -3.0949 -0.21 0.00 -0.09
H -0.0766 -2.3341 -7.6660 -0.10 -0.02 0.12
H 1.4543 1.7826 2.2669 0.03 -0.24 0.17
H 4.7488 -1.7814 -1.7537 0.11 0.15 0.28
H 0.1782 2.5982 4.4360 0.37 -0.03 0.11
H -4.3706 -1.9425 -4.6173 0.09 0.16 0.33
H -2.2771 2.8346 4.4563 -0.30 -0.29 -0.13
H 5.2988 -0.1374 5.7802 -0.28 -0.02 -0.21
H 5.4814 -1.9235 -0.1165 0.02 0.10 -0.24
H -6.5505 -2.9122 -2.9627 -0.06 0.23 0.07
H -6.7317 -1.8151 -4.3239 0.25 0.10 0.31
H 3.7438 3.3536 4.8114 -0.03 0.11 -0.13
H -0.5592 -4.0551 -3.7337 0.03 0.23 -0.33
H -2.2161 1.3269 -4.0914 0.14 -0.15 0.32
H -3.3313 2.8374 1.6856 0.47 0.00 0.00
H -1.7316 2.3519 -2.7349 -0.23 0.15 -0.10
H 1.0477 0.8794 -0.7386 -0.76 0.12 -0.33
H 1.5257 3.9457 2.9750 0.27 -0.44 0.43
H 1.6205 2.4221 5.4985 -0.15 -0.09 -0.18
H 5.7886 -0.4695 -1.1304 -0.02 -0.51 0.15
H 3.0659 1.1725 -1.2674 0.07 -0.18 0.29
H -0.0279 2.1836 -1.3549 0.17 -0.59 -0.03
H -0.4890 1.2689 0.0657 0.23 0.11 -0.24
H 0.2215 0.2207 -4.4509 0.03 -0.06 0.09
H -1.6612 2.9554 1.0535 -0.05 -0.19 0.35
H 3.8851 4.2015 3.2259 -0.19 -0.08 0.38
H 1.3548 -1.8183 5.1264 0.21 0.18 -0.12
H -0.8510 0.3270 3.8947 -0.05 0.13 -0.50
H -3.6924 -3.2786 -0.6407 0.13 0.14 0.04
H 0.5982 -4.0489 -5.9402 -0.38 0.46 -0.12
H -3.7562 2.3855 3.5583 0.44 -0.34 0.34
H 3.1234 -2.2799 0.4418 -0.06 0.22 0.06
H 3.7506 1.5118 0.3639 -0.13 -0.28 -0.17
H 2.9461 4.9470 4.5693 0.10 -0.15 -0.05
H -2.1348 -3.4150 -2.3347 0.39 0.02 -0.36
H -2.9083 1.1520 4.5604 -0.02 0.31 -0.09
H -2.9163 -0.6464 -4.9126 0.33 -0.22 0.00
H -3.2162 1.3667 -2.6256 0.17 0.06 0.02
H -4.7913 -1.8987 -0.6525 0.21 -0.22 -0.19
H 3.5529 -1.8100 6.3668 0.16 0.17 -0.08
H 4.8144 1.1561 -1.0161 -0.36 0.20 0.20
```
Positions in Å, forces in eV/Å.

Summary:
Multiplicity   2
Total charge   0
Strongest force on any atom   4.6 eV Å⁻¹
Calculated total energy   -110041.0531 eV